Entry 1
17
Properties=species:S:1:pos:R:3:nbo_charge:R:1 method="wB97M-V/def2-TZVPD" lumo_energy_ev=1.1444 multiplicity=1 homo_energy_ev=-8.70
C 2.1029 -0.2889 0.1050 -0.4380
C 1.2926 0.7689 0.3225 -0.1680
C 0.1875 1.0823 -0.6805 -0.4895
C -0.6090 -0.2018 -1.1247 -0.2105
N -0.9586 -1.1294 -0.0553 -0.6189
C -1.6355 -0.4612 1.0768 -0.4205
H 2.3489 -0.6197 -0.8990 0.1948
H 2.6917 -0.7091 0.9157 0.1968
H 1.5290 1.3786 1.1820 0.2062
H -0.5377 1.6936 -0.1496 0.2127
H 0.7037 1.4961 -1.5558 0.2303
H -1.5087 0.1878 -1.6060 0.1897
H -0.0811 -0.7757 -1.8831 0.1960
H -0.1282 -1.5714 0.3205 0.3594
H -2.5276 0.0570 0.7170 0.1897
H -0.9882 0.3121 1.4967 0.1653
H -1.8818 -1.2194 1.8176 0.2047


Entry 2
17
Properties=species:S:1:pos:R:3:nbo_charge:R:1 method="wB97M-V/def2-TZVPD" lumo_energy_ev=1.1094 multiplicity=1 homo_energy_ev=-8.47
C -0.6376 0.7671 -2.5329 -0.6743
C -0.7256 0.5011 -1.0748 -0.2053
C -0.1233 -0.5939 -0.5068 -0.1896
C -0.5858 -0.9768 0.9328 -0.2614
N 0.6040 -0.8894 1.8737 -0.6326
C 1.1897 0.4085 2.0052 -0.4240
H 0.2611 1.2106 -3.0187 0.2280
H -1.4260 1.5867 -2.8603 0.2108
H -0.9347 -0.0783 -3.3033 0.2215
H -1.3399 1.2091 -0.5214 0.2086
H 0.5918 -1.2754 -0.8318 0.1983
H -0.7899 -2.0564 0.9588 0.1999
H -1.5752 -0.6215 1.2728 0.2085
H 1.3606 -1.4849 1.5316 0.3497
H 2.2219 0.3121 1.5584 0.1832
H 1.2012 0.7203 3.0909 0.1895
H 0.7079 1.2610 1.4256 0.1892


Entry 3
17
Properties=species:S:1:pos:R:3:nbo_charge:R:1 method="wB97M-V/def2-TZVPD" lumo_energy_ev=1.2157 multiplicity=1 homo_energy_ev=-8.89
C 2.0711 0.0328 -0.0076 -0.4130
N 0.7143 -0.0730 -0.5341 -0.4176
C -0.0236 1.1368 -0.0586 -0.2460
C -1.5021 0.8141 0.0102 -0.4286
C -1.4766 -0.7737 -0.1890 -0.4097
C -0.0159 -1.1242 0.0877 -0.2349
H 2.4171 0.9232 -0.4000 0.2011
H 2.0005 -0.1008 1.0896 0.1730
H 2.7418 -0.7411 -0.4445 0.1983
H 0.3614 1.2863 0.9906 0.1658
H 0.2435 1.9825 -0.7158 0.2064
H -1.8957 0.9920 1.1228 0.2122
H -2.0849 1.3340 -0.8194 0.2227
H -2.4177 -1.4097 0.2757 0.2231
H -1.5601 -1.0005 -1.3196 0.2046
H 0.1361 -1.2510 1.2676 0.1378
H 0.2907 -2.0277 -0.3556 0.2049


According to the calculations, the structures order from most to least stable as entry 3, entry 1, entry 2.


Entry 1
17
Properties=species:S:1:pos:R:3:nbo_charge:R:1 method="wB97M-V/def2-TZVPD" lumo_energy_ev=1.0195 multiplicity=1 homo_energy_ev=-6.37
C -1.8608 -0.1935 1.7144 -0.5939
C -1.2860 0.0024 0.3097 -0.4399
C 0.0599 -0.6398 0.1541 -0.1306
C 2.0487 -0.8937 -1.1413 -0.3992
N 1.0415 -0.1794 -0.6251 -0.2255
C 1.0329 1.2448 -0.9911 -0.4078
H -1.8503 -1.2529 1.9944 0.2024
H -1.2705 0.3480 2.4609 0.2042
H -2.8985 0.1548 1.7669 0.2041
H -2.0003 -0.4246 -0.4155 0.1950
H -1.2587 1.0745 0.0834 0.2017
H 0.1599 -1.6865 0.4302 0.1801
H 2.0533 -1.9632 -0.9807 0.1868
H 2.9171 -0.3739 -1.5156 0.1817
H 0.7096 1.8389 -0.1362 0.2099
H 0.3590 1.4047 -1.8352 0.2139
H 2.0433 1.5396 -1.2731 0.2170


Entry 2
17
Properties=species:S:1:pos:R:3:nbo_charge:R:1 method="wB97M-V/def2-TZVPD" lumo_energy_ev=1.2236 multiplicity=1 homo_energy_ev=-8.03
C 1.0677 -1.3280 0.9037 -0.6175
C 1.3381 -1.0609 -0.5613 -0.4088
C 0.9428 0.3916 -0.8698 -0.4184
C -0.5360 0.6288 -0.7910 -0.3038
C -1.1132 1.1413 0.3075 0.0096
N -2.4970 1.0691 0.4940 -0.8231
H 1.5464 -0.7110 1.6886 0.1972
H 1.1662 -2.3497 1.2408 0.2075
H -0.0066 -1.0244 1.0571 0.2089
H 2.4126 -1.3178 -0.7103 0.2093
H 0.5709 -1.6375 -1.0306 0.2037
H 1.4401 1.0806 -0.1340 0.1941
H 1.3348 0.7517 -1.8244 0.2081
H -1.1172 0.2299 -1.6105 0.1913
H -0.5636 1.5250 1.2054 0.1965
H -2.9670 0.7666 -0.3330 0.3674
H -3.0192 1.8446 0.9678 0.3780


Entry 3
17
Properties=species:S:1:pos:R:3:nbo_charge:R:1 method="wB97M-V/def2-TZVPD" lumo_energy_ev=1.0262 multiplicity=1 homo_energy_ev=-8.10
C 0.4817 -0.5209 2.5227 -0.5888
C 0.0326 0.4884 1.4449 -0.5461
C 0.4381 -0.2398 0.1862 0.0416
C -0.7675 -0.6000 -0.5888 -0.3533
N -0.5113 0.5980 -1.4128 -0.5340
C 0.2646 0.3308 -2.6172 -0.4169
H 0.1522 -1.5375 2.2765 0.2074
H 1.5721 -0.5357 2.5895 0.2208
H 0.0627 -0.2616 3.4996 0.2154
H -1.0479 0.6981 1.5579 0.1716
H 0.5796 1.4258 1.6036 0.2167
H -0.1526 1.3918 -0.8880 0.3891
H -1.7637 -0.5605 -0.1225 0.1724
H -0.6838 -1.4771 -1.2350 0.2028
H 0.5560 1.2768 -3.0815 0.2042
H -0.3748 -0.2110 -3.3233 0.1937
H 1.1620 -0.2657 -2.4119 0.2034


Entry 4
17
Properties=species:S:1:pos:R:3:nbo_charge:R:1 method="wB97M-V/def2-TZVPD" lumo_energy_ev=0.6929 multiplicity=1 homo_energy_ev=-8.70
C -2.4510 -0.0256 1.0918 0.0438
N -1.2005 0.1128 1.1654 -0.4726
C -0.8310 0.1083 -0.2563 -0.2472
C 0.6295 -0.2849 -0.0327 -0.2088
C 1.4637 0.6989 0.7906 -0.6107
C 1.1829 -0.5151 -1.4035 -0.6044
H -3.0639 0.6430 0.4888 0.1252
H -2.8995 -0.9036 1.5294 0.1599
H -1.2559 -0.7842 -0.7683 0.1710
H -1.1356 0.9653 -0.8952 0.1943
H 0.5729 -1.2287 0.5407 0.2080
H 1.2379 1.7317 0.5065 0.2015
H 1.3060 0.6101 1.8716 0.2270
H 2.5255 0.5133 0.5872 0.2059
H 1.1509 0.4389 -1.9402 0.1981
H 0.5511 -1.2359 -1.9350 0.2016
H 2.2024 -0.8848 -1.3497 0.2072


According to the calculations, the structures order from most to least stable as entry 2, entry 1, entry 4, entry 3.


Entry 1
17
Properties=species:S:1:pos:R:3:nbo_charge:R:1 method="wB97M-V/def2-TZVPD" lumo_energy_ev=1.1472 multiplicity=1 homo_energy_ev=-8.33
C 2.4785 0.5740 2.5009 -0.4081
C 2.4623 0.0391 3.7776 -0.1402
C 3.5480 -1.0730 3.9810 -0.6514
H 2.1998 1.5174 2.2456 0.1913
H 3.2674 0.1795 2.0009 0.1716
H 1.7813 0.2752 4.5550 0.1963
H 4.3066 -0.6370 4.7270 0.2175
H 4.0991 -1.3429 3.0440 0.2110
H 3.0701 -2.0143 4.3251 0.2122
C -3.1329 1.1318 -2.6308 -0.5129
C -2.8529 0.5360 -3.8333 -0.0011
N -2.6653 -0.8667 -3.8496 -0.9064
H -3.1304 0.4827 -1.7279 0.1959
H -3.7843 2.0881 -2.5279 0.2084
H -2.6863 0.9839 -4.8702 0.1899
H -3.5875 -1.2795 -3.2459 0.4099
H -1.8961 -1.4333 -4.3508 0.4163


Entry 2
17
Properties=species:S:1:pos:R:3:nbo_charge:R:1 method="wB97M-V/def2-TZVPD" lumo_energy_ev=-0.4069 multiplicity=1 homo_energy_ev=-7.81
C 1.5473 -0.5432 0.0775 -0.2046
C 0.4977 -0.0037 1.0685 -0.4490
C -0.5005 0.9171 0.4404 -0.3270
C -2.2356 -0.8213 -0.2855 -0.4657
C -1.6818 0.4849 -0.0553 -0.2414
N 2.3943 0.5705 -0.4293 -0.8600
H 2.2593 -1.1769 0.6073 0.1864
H 1.0978 -1.0911 -0.7509 0.1630
H 0.9451 0.3703 1.9801 0.2216
H -0.0226 -0.9398 1.3254 0.1979
H -0.6134 1.9536 0.7441 0.2095
H 1.9034 1.4467 -0.3294 0.3609
H -3.2414 -0.7395 -0.6846 0.2280
H -1.5349 -1.6496 -0.4051 0.2382
H -2.3934 1.2648 -0.3223 0.2019
H -1.1422 -0.4278 -1.6158 0.1824
H 2.7208 0.3848 -1.3651 0.3579


According to the calculations, the structures order from most to least stable as entry 1, entry 2.


Entry 1
17
Properties=species:S:1:pos:R:3:nbo_charge:R:1 method="wB97M-V/def2-TZVPD" lumo_energy_ev=-0.8843 multiplicity=1 homo_energy_ev=-6.37
C 0.3779 -2.1378 0.3727 -0.5973
C -0.5869 -1.1736 1.1840 -0.4668
C -0.3499 0.2916 1.0835 -0.2963
C -0.7974 1.0885 -0.0484 -0.3711
C 1.1609 1.2688 -1.2485 -0.3067
N -0.1346 0.8331 -1.3714 -0.3700
H -0.1769 -2.7779 -0.2836 0.2062
H 0.9263 -2.6900 1.1308 0.2094
H 1.1682 -1.6240 -0.1727 0.1928
H -0.5955 -1.4816 2.2142 0.2098
H -1.5700 -1.4823 0.7884 0.2053
H 0.1684 0.8147 1.8713 0.2016
H -0.5641 2.1250 0.2296 0.2025
H -1.8541 1.0167 -0.3380 0.2315
H 1.5533 1.9617 -0.5069 0.2116
H 1.7518 1.2948 -2.1651 0.2087
H 0.9675 0.1557 -0.7080 0.3285


Entry 2
17
Properties=species:S:1:pos:R:3:nbo_charge:R:1 method="wB97M-V/def2-TZVPD" lumo_energy_ev=1.0757 multiplicity=1 homo_energy_ev=-7.43
C 1.7840 -0.8146 -0.2159 -0.6323
C 0.4469 -0.4001 0.3093 -0.0915
C 0.0705 -0.9550 1.6772 -0.6345
C -0.3899 0.4321 -0.3403 0.1855
C -1.7867 0.7447 0.1127 -0.6503
N -0.0773 1.0071 -1.5794 -0.8582
H 2.6888 -0.6417 0.3643 0.2116
H 1.9632 -0.4526 -1.2232 0.2056
H 1.6879 -1.9155 -0.2188 0.2111
H -0.9500 -1.3162 1.7264 0.2097
H 0.3101 -0.2075 2.4305 0.2134
H 0.5733 -1.9018 1.8925 0.2081
H -2.5377 0.4843 -0.6426 0.2073
H -2.0699 0.2641 1.0400 0.2248
H -1.8231 1.8347 0.1773 0.2152
H 0.8667 1.2540 -1.7497 0.3879
H -0.8424 1.3153 -2.1695 0.3867


According to the calculations, the structures order from most to least stable as entry 2, entry 1.


Entry 1
17
Properties=species:S:1:pos:R:3:nbo_charge:R:1 method="wB97M-V/def2-TZVPD" lumo_energy_ev=1.0483 multiplicity=1 homo_energy_ev=-9.64
C -2.3010 -1.4567 2.7239 -0.4218
C -1.9774 -1.8838 1.5065 -0.1465
C -1.0823 -3.0505 1.2249 -0.6486
H -2.6591 -0.4658 2.9572 0.2059
H -1.7376 -1.9698 3.5046 0.1794
H -2.4031 -1.4158 0.6268 0.1876
H -0.6594 -3.3806 2.1750 0.2056
H -0.2477 -2.7656 0.5829 0.2201
H -1.5917 -3.8927 0.7539 0.2184
C 2.6205 2.0449 -2.8869 -0.0528
N 1.4713 1.9366 -2.4101 -0.3838
C 1.0919 2.8222 -1.3204 -0.4445
H 3.0249 1.4361 -3.6913 0.1684
H 3.3315 2.8411 -2.6029 0.1242
H 0.5686 3.6805 -1.7423 0.2094
H 0.5712 2.2616 -0.5506 0.2104
H 1.9793 3.2583 -0.8511 0.1687


Entry 2
17
Properties=species:S:1:pos:R:3:nbo_charge:R:1 method="wB97M-V/def2-TZVPD" lumo_energy_ev=1.0704 multiplicity=1 homo_energy_ev=-9.19
C -0.6897 0.8536 1.4317 -0.4188
C -0.3491 0.6876 0.1565 0.0190
C -0.3217 1.8241 -0.8308 -0.6443
C 0.0428 -0.6693 -0.4099 -0.0839
C 1.5650 -0.7686 -0.5674 -0.6044
N -0.3975 -1.7484 0.4688 -0.8347
H -0.6867 0.0142 2.1262 0.2162
H -0.9568 1.8355 1.8222 0.1939
H -0.6262 2.7694 -0.3618 0.2180
H 0.6804 1.9565 -1.2515 0.2134
H -0.9978 1.6242 -1.6712 0.2130
H -0.4053 -0.7384 -1.4233 0.1639
H 1.8478 -1.7103 -1.0635 0.2035
H 2.0433 -0.7399 0.4194 0.2191
H 1.9599 0.0524 -1.1725 0.2080
H -0.1465 -2.6511 0.0646 0.3578
H -1.4123 -1.7377 0.5498 0.3603


Entry 3
17
Properties=species:S:1:pos:R:3:nbo_charge:R:1 method="wB97M-V/def2-TZVPD" lumo_energy_ev=0.9545 multiplicity=1 homo_energy_ev=-6.91
C 2.0263 0.0823 -0.3306 -0.3597
N 1.0124 -0.1062 0.4693 -0.1929
C 0.6976 -0.0618 1.8941 -0.2200
C -0.1756 -0.5425 0.8100 0.0288
C -1.1151 1.5807 -1.5303 -0.8601
C -1.0042 -1.6930 0.3747 -0.6514
H 1.9559 -0.2600 -1.3552 0.1948
H -0.0229 1.5617 -1.4701 0.2163
H 2.8821 0.6292 0.0390 0.1954
H 0.5400 0.9289 2.3283 0.1815
H 1.3227 -0.7268 2.5054 0.1667
H -1.5271 1.3995 -0.5353 0.2197
H -1.4547 0.7945 -2.2109 0.2062
H -1.4472 2.5523 -1.9034 0.2106
H -1.9589 -1.6970 0.9080 0.2285
H -1.2261 -1.6065 -0.6947 0.2284
H -0.5163 -2.6667 0.5407 0.2073


According to the calculations, the structures order from most to least stable as entry 2, entry 1, entry 3.


Entry 1
17
Properties=species:S:1:pos:R:3:nbo_charge:R:1 method="wB97M-V/def2-TZVPD" total_charge=+1 lumo_energy_ev=-2.8873 multiplicity=1 homo_energy_ev=-14.90
C -0.7039 -0.5333 -1.8926 -0.4111
N 0.5872 -0.8288 1.5522 -0.7286
C 0.4956 -0.6185 0.2333 0.4139
N -0.6011 -0.5117 -0.4417 -0.4935
H -1.3549 -1.3475 -2.1960 0.2328
H -1.1322 0.3803 -2.2755 0.2301
H 0.2978 -0.6419 -2.3067 0.2185
H -0.1249 -0.4240 2.1428 0.4104
H 1.5200 -0.6326 1.9011 0.4245
H 1.3998 -0.7847 -0.3412 0.2252
H -1.4580 -0.2732 0.0728 0.4486
H 3.2077 1.1598 -1.1169 0.4810
H 3.4227 1.8369 0.1796 0.4891
O 2.8887 1.1277 -0.2054 -0.9651
H -2.8125 0.0227 1.9732 0.4891
H -3.0830 1.4275 1.4453 0.5090
O -2.5492 0.6413 1.2757 -0.9738


Entry 2
17
Properties=species:S:1:pos:R:3:nbo_charge:R:1 method="wB97M-V/def2-TZVPD" total_charge=+1 lumo_energy_ev=-3.4403 multiplicity=1 homo_energy_ev=-12.99
C 0.1477 -0.8831 0.4355 0.0922
C 0.8707 0.0940 1.0614 -0.2552
N 1.9315 0.6557 0.2012 -0.6665
N -1.0287 -1.4118 0.7761 -0.7631
H 0.3830 -1.0465 -0.6236 0.1803
H 1.0596 0.2595 2.1056 0.2436
H 1.7196 1.6319 -0.0004 0.4295
H 1.9847 0.1741 -0.6998 0.4396
H 2.9126 0.6266 0.4878 0.4346
H -1.7667 -0.9198 1.2620 0.4299
H -1.5130 -2.0089 0.1155 0.4223
H -4.4069 -2.4403 0.9273 0.4880
H -4.3522 -1.2826 0.0025 0.4821
O -3.7782 -1.8760 0.4940 -0.9643
H 1.1849 2.5615 -2.3510 0.4766
H 2.5300 3.1484 -1.7368 0.4718
O 2.1213 2.7172 -2.4574 -0.9414


According to the calculations, the structures order from most to least stable as entry 1, entry 2.


Entry 1
17
Properties=species:S:1:pos:R:3:nbo_charge:R:1 method="wB97M-V/def2-TZVPD" total_charge=+1 lumo_energy_ev=-3.7490 multiplicity=1 homo_energy_ev=-13.14
C 0.1318 -0.3078 -0.2682 0.0664
C 0.8215 0.7516 -0.7657 -0.1205
N 0.4675 1.5912 -1.9571 -0.6975
N 0.2998 -1.0192 0.8828 -0.9168
H -0.4316 -0.8109 -1.0214 0.1758
H 1.7195 1.1652 -0.2403 0.2304
H 0.9996 1.4940 -2.7900 0.4457
H 0.5494 2.5611 -1.6674 0.4529
H -0.6368 1.4469 -2.0916 0.4722
H 0.9898 -1.6846 1.2025 0.4552
H -0.4126 -1.0803 1.6597 0.4216
H -0.3922 -3.9763 1.7749 0.4951
H 1.0520 -4.1209 2.5449 0.4992
O 0.5212 -3.6320 1.8737 -0.9850
H -2.2293 1.9243 -0.0030 0.4560
H -1.3513 2.8887 0.7629 0.4761
O -2.0980 2.8092 0.1034 -0.9268


Entry 2
17
Properties=species:S:1:pos:R:3:nbo_charge:R:1 method="wB97M-V/def2-TZVPD" total_charge=+1 lumo_energy_ev=-2.9457 multiplicity=1 homo_energy_ev=-12.74
C -0.8465 0.1496 0.4247 -0.1811
C -1.6777 -0.7743 0.8935 0.0364
N -2.9496 -0.7208 1.3789 -0.8013
N 0.5912 -0.1918 0.2594 -0.7181
H -1.0329 1.1389 0.0434 0.2240
H -1.3319 -1.8086 0.7753 0.2002
H -3.2156 -1.4362 2.0271 0.4076
H -3.6965 -0.1969 0.9604 0.4125
H 0.8383 -0.9122 0.9262 0.4371
H 0.8219 -0.4743 -0.7105 0.4530
H 1.0574 0.7417 0.3179 0.4807
H 2.3646 2.8895 -0.3054 0.5082
H 1.9413 2.7214 1.1277 0.4989
O 1.9680 2.2406 0.2889 -0.9687
H 2.0484 -0.6421 -3.4240 0.4925
H 2.5182 -1.3206 -2.1688 0.4733
O 1.7061 -1.1157 -2.6514 -0.9551


According to the calculations, the structures order from most to least stable as entry 2, entry 1.


Entry 1
17
Properties=species:S:1:pos:R:3:nbo_charge:R:1 method="wB97M-V/def2-TZVPD" total_charge=+1 lumo_energy_ev=-3.5272 multiplicity=1 homo_energy_ev=-14.46
C -0.3266 2.3951 -1.3614 -0.4195
N 0.1542 -0.4789 0.8090 -0.6958
C 0.5041 0.5055 0.0155 0.4082
N -0.1944 1.5977 -0.1466 -0.5059
H 0.3045 3.2825 -1.2893 0.2303
H -1.3635 2.6689 -1.5149 0.2444
H 0.0344 1.8216 -2.2180 0.2262
H -0.7424 -0.6351 1.2396 0.4355
H 0.8213 -1.2243 0.9271 0.4382
H 1.2915 0.2434 -0.6888 0.2184
H -0.8192 1.7871 0.6213 0.4165
H -3.4463 -2.9359 -1.7188 0.4842
H -1.9138 -2.9228 -1.6582 0.4690
O -2.6968 -2.4324 -1.3877 -0.9528
H 3.1796 -0.6098 3.0652 0.4875
H 2.7960 -1.9702 2.5853 0.4776
O 2.4175 -1.0926 2.7204 -0.9621


Entry 2
17
Properties=species:S:1:pos:R:3:nbo_charge:R:1 method="wB97M-V/def2-TZVPD" total_charge=+1 lumo_energy_ev=-3.0572 multiplicity=1 homo_energy_ev=-12.92
C -0.5199 0.2290 -0.5336 -0.2502
C -1.6895 0.3536 0.1444 0.0675
N -2.7526 1.0763 -0.2939 -0.7518
N 0.4176 -0.8609 -0.2755 -0.6888
H -0.4113 0.9239 -1.3528 0.2192
H -1.8049 -0.1395 1.1050 0.2067
H -3.3486 1.3999 0.4657 0.3973
H -2.5833 1.8445 -0.9218 0.3943
H 1.0759 -0.8272 -1.0628 0.4747
H -0.0823 -1.7155 -0.0542 0.4521
H 1.0796 -0.6339 0.4795 0.4584
H 2.5525 0.6245 -2.6780 0.4828
H 3.0635 0.9944 -1.3213 0.4797
O 2.9107 0.2399 -1.8805 -0.9490
H 0.2812 -1.4221 3.2558 0.4910
H 0.6046 -0.0531 2.9310 0.4803
O 0.7221 -0.9265 2.5781 -0.9640


According to the calculations, the structures order from most to least stable as entry 1, entry 2.